96
Properties=species:S:1:pos:R:3:forces:R:3 method="wB97M-V/def2-TZVPD" orbital_gap_ev=6.256 charge=-1 energy_ha=-2079.7161 max_force_ev_per_a=5.951
O 2.42977 -4.80189 -6.22195 -0.3 -0.2 -0.1
O -6.13959 -4.92692 1.71993 -0.3 -0.1 -0.2
O -2.41089 7.51532 -3.39306 -0.2 0.0 -0.1
O 3.12814 3.36336 -0.32900 0.2 0.4 0.2
O 3.05945 -1.31170 -4.29165 -2.8 0.0 0.1
O 2.39972 -0.72801 1.21397 -0.4 0.0 0.4
O -2.50704 -0.74703 -2.47464 3.6 -2.4 0.9
O 3.57739 0.13890 4.34003 0.0 -0.1 0.2
O -4.70275 -3.26729 5.24830 -0.1 0.0 0.4
O 6.79094 -1.36887 5.00928 -0.1 0.2 0.1
O -2.82083 7.96136 1.13411 -0.3 0.1 0.0
O 3.62278 -2.84866 -1.40190 -4.6 -1.0 -3.7
O 2.76737 -4.37950 -2.95420 -1.1 2.8 0.8
O -8.48053 -2.51244 1.33308 -0.1 -0.1 0.3
O 1.28679 0.23639 -3.54863 0.8 -1.5 1.0
O -0.23330 5.37595 -0.31118 0.1 -0.2 0.2
O -1.90409 -4.24109 0.10962 0.1 0.1 0.0
N 0.29075 -3.16517 -3.11751 -0.5 1.4 -0.7
C 1.36197 -2.30376 -2.52123 1.8 -0.5 0.9
C 3.78650 -4.38927 -6.17487 -0.1 0.1 0.4
C -3.16124 -4.32017 -0.54721 0.3 0.1 -0.1
C -7.81712 -2.02292 0.17733 0.2 -0.2 0.2
C 3.73151 -0.23759 1.29496 0.2 -0.4 -0.1
C -1.66485 8.48358 -4.11461 -0.3 -0.1 -0.1
C 2.21910 3.55909 0.74661 0.2 0.3 0.1
C 3.94684 0.34794 5.69542 -0.3 -0.2 0.0
C 2.65400 -3.27831 -2.31776 4.1 -0.5 2.7
C -1.93546 8.06420 2.23966 -0.2 0.0 0.1
C -1.46053 -1.43428 -2.25860 -3.1 1.7 -1.4
C 6.89156 -2.68074 4.47491 -0.2 0.2 -0.2
C -3.34431 -2.85207 5.29338 0.0 -0.1 0.2
C 3.31080 1.02616 -2.18214 0.7 0.8 0.5
C -0.96556 -2.41238 -3.41694 -0.7 -0.3 0.1
C -5.77255 -4.69985 3.07631 -0.1 -0.2 -0.2
C 1.73284 1.07089 -2.44175 0.8 1.5 0.4
C -0.80207 6.50687 -0.96122 -0.3 -0.3 -0.1
B 1.87053 -1.08250 -3.46767 1.5 0.7 -0.7
H 2.83925 -1.09619 -5.22435 0.4 0.2 0.9
H 1.44570 2.15478 -2.72841 0.4 -1.8 0.4
H 1.21270 0.84370 -1.44717 0.5 0.0 -1.4
H -1.70315 6.81955 -0.42943 0.1 0.2 -0.3
H 3.63345 0.17949 -1.46383 -0.6 1.0 -1.6
H -3.20793 -2.12305 6.09617 0.2 0.0 -0.1
H -7.86469 -3.10778 1.78361 -0.1 0.1 -0.2
H 3.94014 1.02242 -3.15042 -1.2 -0.4 1.4
H 4.65391 1.17663 5.74419 -0.1 -0.1 -0.1
H -3.94485 -4.43828 0.20217 0.1 0.0 0.0
H -3.08566 -2.39086 4.33995 -0.1 -0.1 0.1
H -0.89467 4.67288 -0.33301 0.2 0.1 0.0
H -2.69943 -3.71801 5.46229 0.2 0.1 0.0
H 2.22791 -5.20451 -5.36454 0.1 0.3 0.0
H 4.41951 -0.55521 6.08947 0.1 0.1 0.3
H 1.12101 -1.92714 -1.45697 0.1 -0.7 -1.7
H 3.61267 2.00278 -1.63301 -0.8 -1.9 -1.1
H -1.79774 -3.21056 -3.54087 1.1 1.4 0.3
H 4.42924 -5.25668 -6.00327 0.2 0.1 0.0
H 2.42288 -1.65848 1.47169 0.0 0.1 -0.4
H 6.10649 -0.90789 4.50489 0.2 0.0 0.1
H 5.93393 -3.19692 4.58103 0.1 -0.2 -0.1
H 7.65833 -3.22681 5.02537 -0.1 0.1 0.0
H -8.48821 -1.34675 -0.35345 0.0 -0.1 0.1
H 3.80169 4.05232 -0.26248 -0.2 -0.2 -0.1
H -4.90555 -3.67099 6.10162 0.0 0.1 -0.2
H 7.17196 -2.62889 3.42019 0.0 -0.2 0.0
H 4.37153 -0.80390 0.61285 0.0 0.1 -0.1
H 3.73851 0.81478 1.00737 -0.1 -0.1 0.0
H -0.91198 8.11192 1.86711 -0.1 0.0 -0.1
H -6.66098 -4.44532 3.66018 0.2 0.1 0.2
H 4.09642 -0.33488 2.31981 0.2 0.2 -0.2
H 3.91927 -3.66112 -5.37117 0.2 -0.1 0.0
H -0.65300 8.52059 -3.71005 -0.1 -0.1 0.0
H -1.62176 8.20451 -5.17054 0.2 0.2 -0.1
H 2.75181 3.47445 1.69790 -0.2 -0.1 0.1
H -2.04522 7.18753 2.88284 0.2 0.1 0.1
H -1.04689 6.25141 -1.99333 0.0 0.2 0.0
H -3.17002 -5.18280 -1.21902 -0.2 0.0 -0.1
H -6.76439 -5.66335 1.71326 0.2 0.2 -0.1
H 3.05996 0.59369 6.28553 0.1 0.1 0.2
H -0.96602 -1.32345 -1.22658 -0.3 -0.5 -1.5
H -5.30156 -5.59747 3.48476 0.1 0.1 0.2
H -6.91564 -1.47992 0.47150 0.0 0.0 -0.2
H -0.95092 -1.84453 -4.42413 0.0 -0.4 1.7
H -2.15686 8.97252 2.80625 0.2 0.0 0.1
H 0.65963 -3.44384 -4.05184 -0.2 -0.2 1.2
H -1.22855 -4.13726 -0.57569 0.0 -0.1 0.2
H 1.75815 4.54496 0.66223 -0.2 -0.1 0.1
H 1.44468 2.79298 0.69715 0.1 0.0 -0.1
H -7.55271 -2.85709 -0.47711 0.1 0.2 -0.1
H 2.95274 -0.59819 4.32515 0.1 0.2 -0.2
H 4.05039 -3.92781 -7.12831 -0.1 -0.1 0.0
H -3.29998 7.50203 -3.76942 0.2 -0.1 0.2
H -2.13317 9.46547 -4.00701 0.2 0.1 -0.1
H -3.33796 -3.40175 -1.11371 -0.2 -0.1 -0.1
H -3.71742 7.92061 1.49018 0.2 0.0 -0.2
H -0.07590 7.32152 -0.95277 0.0 -0.1 0.1
H -5.06706 -3.87348 3.11606 -0.2 -0.2 -0.2